Record 1
C33H30O4P2PdSSe2 | wB97M-V/def2-TZVPD

Structure (XYZ):
```
73
Properties=species:S:1:pos:R:3:forces:R:3:mulliken_charge:R:1
Pd -0.62172 0.09851 0.15779 -0.88 -0.13 0.37 1.17
O -1.83138 -0.22293 2.20393 0.17 0.02 -0.10 -0.77
S -0.69695 -0.71511 3.02061 0.22 0.23 -0.40 1.15
O -0.76011 -0.40466 4.41940 -0.08 -0.08 0.07 -0.75
O 0.55862 -0.37491 2.33391 -0.08 -0.13 0.29 -0.60
C -0.80990 -2.48959 2.85916 0.04 0.17 0.05 0.42
C -0.86996 -3.27215 3.99938 -0.02 -0.01 0.10 -0.49
C -0.93194 -4.65334 3.89399 0.02 0.04 0.00 -0.60
C -0.92796 -5.25089 2.64347 0.00 -0.01 -0.03 -0.79
C -0.86526 -4.46479 1.50358 -0.03 0.00 0.07 -0.22
C -0.80934 -3.07541 1.59736 0.05 -0.20 -0.17 -0.37
P -0.75554 -2.14374 0.02617 0.07 0.16 -0.14 0.85
C 0.60399 -2.91428 -0.88160 0.01 0.00 0.04 0.97
C 1.76773 -3.22268 -0.17689 0.02 -0.03 -0.02 -0.89
C 2.89538 -3.65479 -0.85359 0.03 -0.02 -0.01 -0.76
C 2.87462 -3.77763 -2.23787 -0.01 -0.01 0.01 -0.63
C 1.72148 -3.46731 -2.94275 0.01 0.00 0.02 -0.88
C 0.58856 -3.03238 -2.26901 0.02 0.03 -0.05 -0.34
C -2.30801 -2.59461 -0.80401 0.07 -0.07 0.02 0.93
C -2.45295 -3.75386 -1.56311 0.02 -0.01 0.02 -0.12
C -3.67933 -4.06697 -2.12836 0.00 0.00 -0.01 -0.83
C -4.76760 -3.22992 -1.92991 -0.02 -0.01 -0.01 -0.52
C -4.62924 -2.07764 -1.17042 0.00 0.04 0.02 -0.78
C -3.40256 -1.75282 -0.61280 0.01 -0.06 0.01 -0.99
H -0.86770 -2.77833 4.96138 0.00 0.01 0.00 0.57
H -0.97704 -5.26047 4.78823 -0.01 -0.01 0.01 0.40
H -0.97199 -6.32784 2.55062 0.00 -0.01 0.00 0.42
H -0.85488 -4.94386 0.53375 -0.01 0.00 -0.06 0.32
H 1.78765 -3.12432 0.90264 0.00 0.01 -0.02 0.47
H 3.79273 -3.89626 -0.29860 0.01 0.00 -0.01 0.43
H 3.75718 -4.11597 -2.76469 0.01 0.00 0.00 0.39
H 1.69951 -3.56045 -4.02041 0.01 0.00 -0.01 0.44
H -0.30592 -2.78634 -2.82838 0.04 0.02 0.01 0.54
H -1.60585 -4.40773 -1.73120 -0.04 -0.02 0.04 0.36
H -3.78354 -4.96386 -2.72470 0.00 -0.01 0.00 0.43
H -5.72475 -3.47555 -2.37122 -0.01 0.00 0.00 0.39
H -5.47646 -1.42329 -1.01440 -0.01 0.01 0.00 0.44
H -3.29047 -0.85140 -0.02311 0.00 0.03 0.01 0.45
Se -0.44775 0.22030 -2.25251 0.00 0.14 0.00 -0.46
P -0.76896 2.36511 -1.92670 0.15 -0.03 0.07 0.93
Se -1.50148 2.49940 0.10266 0.31 -0.11 -0.22 -0.52
C 0.79283 3.25348 -2.16740 -0.08 0.03 0.00 0.67
C 1.31025 3.35982 -3.45728 -0.01 -0.01 -0.01 -0.52
C 2.52429 3.99036 -3.66378 0.01 0.01 -0.01 -0.65
C 3.21896 4.52464 -2.58463 0.00 0.01 0.00 -0.48
C 2.70088 4.42256 -1.30314 0.02 0.01 0.00 -0.55
C 1.48889 3.78173 -1.08965 -0.04 -0.02 0.01 -0.48
C -1.86487 3.07288 -3.17996 0.03 -0.01 0.07 0.60
C -2.46974 2.28804 -4.15086 -0.03 -0.05 0.02 -0.37
C -3.29459 2.87892 -5.09840 -0.02 0.02 -0.01 -0.61
C -3.52160 4.24546 -5.06562 0.00 0.00 0.00 -0.43
C -2.92380 5.03039 -4.08604 0.00 0.00 0.01 -0.67
C -2.09304 4.44776 -3.14543 0.01 0.01 -0.03 -0.43
H 0.76541 2.94934 -4.29980 -0.01 -0.01 0.00 0.37
H 2.92681 4.07087 -4.66482 0.00 0.00 -0.01 0.41
H 4.16436 5.02572 -2.74756 0.01 0.00 0.00 0.40
H 3.24142 4.83632 -0.46198 0.01 0.00 0.00 0.42
H 1.08824 3.67416 -0.09010 0.00 0.00 -0.01 0.27
H -2.30537 1.21750 -4.15793 0.01 0.01 0.00 0.25
H -3.76248 2.26748 -5.85826 -0.01 0.00 -0.01 0.40
H -4.16849 4.70355 -5.80221 0.00 0.00 -0.01 0.38
H -3.10470 6.09657 -4.05799 0.00 0.01 0.00 0.39
H -1.61895 5.05785 -2.38522 0.00 0.00 0.01 0.39
C 3.51209 -0.08132 1.41115 -0.01 0.01 0.02 -0.94
C 3.11453 0.43551 0.05460 -0.09 0.00 -0.05 0.74
C 3.99665 0.12190 -1.13021 -0.04 -0.04 -0.03 -0.93
O 2.07955 1.04317 -0.10732 0.12 0.10 0.05 -0.35
H 4.58439 -0.24798 1.49788 0.01 0.01 -0.01 0.48
H 2.99042 -1.02693 1.57173 0.01 -0.03 0.01 0.01
H 3.15177 0.59653 2.18146 -0.01 -0.01 0.00 0.32
H 5.04132 -0.01396 -0.85621 0.01 0.01 0.01 0.41
H 3.88913 0.90501 -1.87923 -0.01 -0.01 0.00 0.24
H 3.63393 -0.81339 -1.56799 0.02 -0.02 0.00 0.06
```
Forces are in eV/Å.

Summary:
Net charge = 0
HOMO energy = -8.01 eV

=====

Record 2
C7H11NO2Si | wB97M-V/def2-TZVPD

Structure (XYZ):
```
22
Properties=species:S:1:pos:R:3:forces:R:3:mulliken_charge:R:1
C -1.49274 1.96713 2.11624 1.57 -2.77 -3.00 -1.21
Si -1.25500 1.84984 0.09720 0.37 -1.95 2.37 0.60
O -1.96439 2.67777 -0.91842 -0.84 1.39 -0.99 -0.58
C -0.29470 0.30964 -0.55858 2.36 0.99 1.74 1.68
C -1.06667 -0.79538 -1.14119 -0.87 -2.49 0.00 -1.38
C 0.75822 0.84971 -1.59383 1.09 -0.07 2.51 -1.57
C 0.58726 -0.11245 0.62138 1.45 -1.04 0.57 -0.40
C 1.42435 -1.17997 0.89549 -1.30 0.83 -0.36 -0.72
C 1.64216 -2.45773 0.25956 0.30 -0.32 -0.72 -0.14
N 2.13040 -3.43933 -0.15291 -1.80 2.52 0.79 0.52
O 2.43367 -4.46219 -0.66293 0.84 -1.47 -0.51 -0.67
H -1.74616 0.94124 2.45423 0.71 0.47 0.02 0.35
H -0.75416 2.48032 2.66941 1.05 0.14 0.55 0.39
H -2.35286 2.48013 2.19072 -3.15 2.11 0.22 0.40
H -1.04211 -0.95331 -2.20440 -0.05 0.94 -0.78 0.37
H -2.12406 -0.77644 -0.85984 0.17 -0.39 0.10 0.33
H -0.58368 -1.75910 -0.86847 -0.67 0.34 0.47 0.29
H 1.69094 0.23045 -1.57423 -0.76 0.66 0.03 0.33
H 0.25532 0.66766 -2.46026 -0.87 0.32 -2.91 0.45
H 0.96126 1.91031 -1.40137 0.30 -0.28 -0.50 0.43
H 0.74081 0.71941 1.32068 0.14 -0.46 0.08 0.19
H 2.05213 -1.14769 1.77148 -0.04 0.54 0.31 0.34
```
Forces are in eV/Å.

Summary:
SMILES = C[Si](=O)C(C)(C)/C=C\C#[N+][O-]
Net charge = 0
HOMO energy = -9.04 eV

=====

Record 3
C47H41N7O2SSrTe | wB97M-V/def2-TZVPD

Structure (XYZ):
```
100
Properties=species:S:1:pos:R:3:forces:R:3:mulliken_charge:R:1
Sr -0.69305 -0.08164 -0.22355 0.39 -0.46 0.27 1.33
C 2.54822 1.21707 3.21721 0.00 0.01 -0.01 -2.08
C 1.39234 0.97251 2.29029 0.03 0.01 0.00 -0.22
N 1.52573 0.40774 1.13940 0.03 -0.04 0.19 2.06
N 2.79645 0.05773 0.81393 0.01 0.00 -0.02 -1.52
C 2.93394 -0.63279 -0.30633 0.04 -0.02 0.01 0.32
N 4.23094 -0.90705 -0.60883 -0.01 0.01 -0.01 -0.43
S 1.75226 -1.25987 -1.39554 -0.02 -0.01 0.12 -0.33
C 0.03795 1.40796 2.71416 0.02 0.03 0.05 0.64
C -0.25305 1.55422 4.07257 -0.01 0.02 0.00 -0.99
C -1.50072 2.00890 4.45762 0.00 0.00 0.00 -0.71
C -2.43101 2.33117 3.48248 0.00 0.01 -0.01 -0.98
C -2.07243 2.13605 2.15979 -0.01 -0.01 -0.03 -0.63
N -0.88570 1.67127 1.77746 0.09 0.01 0.09 0.63
H 3.43850 1.41531 2.62582 0.00 0.00 0.00 0.46
H 2.76482 0.33160 3.82214 0.00 0.00 -0.01 0.30
H 2.35507 2.05480 3.88530 -0.01 0.00 0.00 0.56
H 4.94816 -0.42723 -0.09248 0.00 -0.01 0.00 0.22
H 4.43506 -1.30050 -1.50812 0.00 0.00 0.00 0.21
H 0.49086 1.30443 4.81514 0.00 0.01 0.00 0.57
H -1.73944 2.11974 5.50776 0.00 0.00 0.00 0.42
H -3.40941 2.71733 3.73151 0.00 0.00 0.00 0.49
H -2.77097 2.36149 1.36178 0.00 0.00 0.00 0.60
C -0.83190 -3.04698 3.59014 -0.01 0.00 0.00 -0.96
C -2.14081 -3.09601 4.04028 0.01 -0.01 0.01 -0.78
C -3.11571 -2.38057 3.36814 0.00 0.03 0.00 -0.75
C -2.76083 -1.63080 2.25113 0.03 0.04 0.04 0.33
N -1.49442 -1.57930 1.82682 -0.07 -0.10 0.14 1.20
C -0.55969 -2.26836 2.47872 0.00 0.02 -0.01 -0.81
C -3.76531 -0.85509 1.45840 -0.04 0.06 0.02 -0.30
C -5.10790 -0.80356 1.81275 0.02 0.00 0.02 -0.58
C -5.98276 -0.05882 1.03721 -0.01 0.01 -0.02 -1.37
C -5.49808 0.61421 -0.06881 -0.02 0.00 -0.01 -0.63
C -4.14749 0.50029 -0.36027 0.02 -0.02 -0.03 -1.00
N -3.30411 -0.20999 0.38251 -0.06 0.00 0.13 2.17
H -0.04005 -3.59426 4.08144 0.00 0.00 0.00 0.50
H -2.40384 -3.69015 4.90577 0.00 0.00 0.00 0.44
H -4.13896 -2.42202 3.70882 0.00 0.00 0.00 0.44
H 0.45024 -2.18713 2.08698 0.00 0.00 0.00 0.48
H -5.48016 -1.33530 2.67559 0.00 0.01 0.01 0.45
H -7.03259 -0.01186 1.29573 0.00 0.00 0.00 0.44
H -6.14386 1.20174 -0.70565 -0.01 -0.01 -0.01 0.57
H -3.71015 0.99315 -1.22281 0.01 0.00 0.00 0.26
C -2.98102 1.36231 -7.37128 0.00 0.00 -0.01 -1.64
C -2.52637 1.28027 -5.93676 -0.01 0.06 0.02 0.04
C -2.28760 2.42329 -5.17967 -0.03 -0.05 -0.04 -0.67
C -1.83796 2.34665 -3.87404 0.06 0.05 0.00 1.03
C -1.57057 3.61338 -3.12990 -0.13 -0.07 0.10 -0.26
O -2.27242 4.59280 -3.30124 0.05 0.05 -0.07 -0.66
C -0.43754 3.66358 -2.14720 0.02 0.08 0.00 0.23
C -0.53257 4.53894 -1.07246 -0.01 -0.02 -0.05 -0.68
C 0.45894 4.56448 -0.10136 0.04 -0.01 0.03 -0.64
C 1.55757 3.72390 -0.21119 -0.04 0.04 0.01 -0.18
C 1.67278 2.86864 -1.30138 0.00 -0.01 -0.06 -0.27
C 0.67736 2.83754 -2.26330 0.12 0.08 -0.01 -0.24
C -1.67136 1.09336 -3.22423 0.15 0.03 -0.01 -0.67
O -1.29900 1.06089 -1.99939 -0.79 0.33 -0.68 -0.78
C -1.89291 -0.08804 -3.99893 -0.04 0.01 -0.05 0.91
C -2.29727 0.05461 -5.33208 -0.02 0.00 -0.03 -0.83
C -1.63946 -1.44250 -3.46547 0.15 -0.09 0.09 0.28
N -1.55226 -1.70105 -2.20640 -0.30 -0.05 -0.15 1.58
C -1.27237 -3.06644 -1.75178 0.11 0.07 -0.02 -0.36
C -2.43432 -4.05980 -1.83087 0.02 0.06 0.00 -1.41
Te -3.87718 -3.98278 -0.24652 -0.02 -0.06 -0.08 0.36
C -5.38679 -2.93815 -1.28579 0.02 0.00 -0.01 -0.23
C -5.08875 -2.02248 -2.28909 -0.03 -0.01 0.01 -0.04
C -6.10920 -1.37450 -2.97320 0.01 0.03 0.02 -0.73
C -7.43470 -1.60728 -2.63662 0.00 0.01 0.01 -0.61
C -7.73519 -2.50048 -1.61671 0.00 0.00 0.01 -0.59
C -6.71854 -3.17311 -0.95291 0.01 -0.01 0.01 -0.51
C -1.38816 -2.50116 -4.50714 0.03 -0.02 0.08 -1.17
C -0.06651 -2.82842 -4.79366 0.00 -0.04 0.01 -0.30
C 0.22332 -3.79704 -5.74430 0.00 0.02 0.00 -0.79
C -0.80348 -4.43654 -6.42391 -0.01 0.01 -0.01 -0.65
C -2.12284 -4.10125 -6.15301 0.00 -0.01 -0.01 -1.04
C -2.41384 -3.13585 -5.20038 -0.01 -0.07 0.12 0.24
H -3.14728 2.39814 -7.66657 0.00 0.00 0.00 0.38
H -3.91502 0.81908 -7.52928 0.00 0.00 0.00 0.34
H -2.23885 0.93934 -8.05176 0.00 0.00 0.00 0.33
H -2.43805 3.40638 -5.61306 0.01 0.00 0.01 0.43
H -1.40045 5.18218 -1.00219 0.00 0.00 0.00 0.48
H 0.36998 5.23429 0.74503 0.00 0.00 0.00 0.42
H 2.32510 3.72814 0.55325 0.01 0.00 0.00 0.38
H 2.52346 2.20435 -1.38589 0.01 0.00 0.00 0.40
H 0.75053 2.14433 -3.09198 0.03 0.04 0.00 0.36
H -2.44164 -0.83561 -5.93361 0.02 0.08 0.02 0.65
H -0.96951 -2.99211 -0.70274 0.08 -0.03 -0.01 0.14
H -0.40686 -3.47916 -2.27837 -0.07 -0.05 -0.06 0.54
H -2.04316 -5.07646 -1.81835 -0.01 0.00 0.07 0.63
H -3.02111 -3.95755 -2.73589 0.01 0.03 -0.20 0.16
H -4.06056 -1.78897 -2.52318 0.09 0.03 -0.04 0.57
H -5.85747 -0.67022 -3.75797 -0.01 -0.01 0.01 0.49
H -8.22964 -1.09762 -3.16576 0.00 0.00 0.00 0.41
H -8.76683 -2.69299 -1.34959 0.00 0.00 0.00 0.40
H -6.96881 -3.89671 -0.18576 0.00 0.00 0.00 0.40
H 0.73400 -2.32323 -4.26369 0.00 0.00 0.00 0.49
H 1.25466 -4.04826 -5.95580 0.00 0.00 0.00 0.44
H -0.57695 -5.18931 -7.16777 0.00 0.00 0.00 0.39
H -2.92849 -4.58936 -6.68640 0.00 0.00 0.00 0.44
H -3.44615 -2.86893 -4.99922 0.00 -0.02 0.02 0.57
```
Forces are in eV/Å.

Summary:
Net charge = 0
HOMO energy = -7.13 eV

=====

Record 4
C4H7NO | wB97M-V/def2-TZVPD

Structure (XYZ):
```
13
Properties=species:S:1:pos:R:3:forces:R:3:mulliken_charge:R:1
C 2.02130 -0.35509 0.43436 -0.19 0.03 0.02 -0.97
C 0.76792 0.48730 0.10277 -0.52 0.14 0.05 0.63
O 0.82325 1.69916 0.12457 -0.24 -0.64 0.06 -0.56
C -0.47211 -0.31598 -0.28959 -1.48 1.37 -1.77 -0.14
C -1.96649 -0.10191 0.12312 1.02 -0.76 0.85 -0.32
N -1.70707 0.36615 -1.17170 1.98 -0.18 0.14 -0.54
H 2.85904 -0.02591 -0.19978 -0.33 0.01 0.26 0.27
H 1.91204 -1.44493 0.32421 -0.21 0.44 -0.05 0.32
H 2.28059 -0.15600 1.48436 -0.02 0.05 -0.32 0.27
H -0.09841 -1.18672 -0.85451 -1.02 0.06 0.63 0.28
H -2.16304 0.63558 0.90854 0.24 -0.29 -0.07 0.26
H -2.59683 -0.99147 0.17900 0.23 0.10 0.13 0.23
H -1.66017 1.38981 -1.16534 0.54 -0.33 0.09 0.26
```
Forces are in eV/Å.

Summary:
SMILES = CC(=O)[C@H]1CN1
Net charge = 0
HOMO energy = -9.82 eV

=====

Values of Kohn-Sham gap, in order: 7.36, 8.80, 6.74, 10.72, all in eV.